78
Properties=species:S:1:pos:R:3 method="wB97M-V/def2-TZVPD" total_charge=0 orbital_gap_ev=7.2 lumo_ev=-0.4 e_above_lowest_ev=22.583 e_homo_ev=-7.64 smiles="CC(C)=Nc1ccc2c(c1)Nc1cc(OC[C@H](C)C(C)C)cc([PH2]=O)c1S2.NC(N)=O.NC(N)=O.NC(N)=O"
C -1.0808 -4.9443 -2.0621
C -2.0873 -5.0620 -3.3529
C -3.7031 -5.3891 -3.0745
N -1.6744 -4.8688 -4.6774
C -1.0174 -3.4755 -4.6087
C 0.5275 -3.1489 -5.0491
C 1.1406 -1.6074 -4.8813
C 0.1473 -0.4424 -4.2841
C -1.4439 -0.7288 -3.8560
C -2.0151 -2.2718 -4.0350
N -2.3382 0.3828 -3.3218
C -1.6895 1.1518 -2.1921
C -2.4930 1.4139 -0.7874
C -1.8601 2.2296 0.5070
O -2.5670 2.4543 1.7782
C -3.0334 1.2002 2.3899
C -2.3145 0.8265 3.8250
C -1.5728 2.2226 4.3430
C -1.2980 -0.4677 3.7550
C -2.0866 -1.8812 3.3662
C -0.1111 -0.2128 2.6527
C -0.3173 2.8345 0.2829
C 0.5580 2.6130 -1.1052
P 2.3476 3.2758 -1.3811
O 2.3039 4.6614 -2.2006
C -0.1401 1.7680 -2.3241
S 0.7186 1.3558 -3.9807
H -1.3733 -3.9976 -1.4062
H 0.0575 -4.7776 -2.3618
H -1.1107 -5.8666 -1.3304
H -4.2677 -4.4360 -2.6390
H -4.1976 -5.5844 -4.1318
H -3.8357 -6.2780 -2.3214
H 1.2532 -3.9995 -5.4600
H 2.2721 -1.3876 -5.1889
H -3.1437 -2.5101 -3.7508
H -3.2731 0.0199 -3.0336
H -3.5843 1.0037 -0.6583
H -4.1944 1.3384 2.6181
H -2.9391 0.2508 1.7093
H -3.1857 0.5231 4.5783
H -0.6981 2.5712 3.6429
H -1.1266 2.1004 5.4196
H -2.4551 3.0220 4.4255
H -0.7757 -0.6894 4.8033
H -1.8577 -2.0813 2.2151
H -3.2342 -1.6581 3.4490
H -1.7427 -2.7938 4.0456
H 0.6651 -1.1037 2.5674
H 0.5077 0.7460 2.9737
H -0.6482 -0.0254 1.6159
H 0.2382 3.4284 1.1515
H 3.0823 3.4840 -0.1485
H 3.1518 2.3765 -2.2025
N 4.3645 7.0475 -1.5072
C 4.9416 7.9658 -2.3031
N 4.9451 7.6491 -3.6105
O 5.4230 9.0024 -1.8737
H 3.9626 6.1882 -1.8422
H 4.3406 7.2471 -0.5158
H 5.3702 8.3134 -4.2441
H 4.5537 6.8004 -3.9831
N -3.4867 -6.2353 3.5205
C -2.3903 -5.7915 2.8799
N -1.2305 -6.0565 3.5079
O -2.4433 -5.1968 1.8149
H -3.4632 -6.7270 4.3980
H -4.3805 -6.0566 3.0817
H -0.3810 -5.7395 3.0593
H -1.1666 -6.5450 4.3852
N 6.3334 1.8462 1.6510
C 5.1370 2.4181 1.8771
N 5.1575 3.4206 2.7739
O 4.1156 2.0568 1.3142
H 7.1854 2.1298 2.1046
H 6.3622 1.0874 0.9825
H 4.2775 3.8782 2.9733
H 5.9885 3.7324 3.2478

***

41
Properties=species:S:1:pos:R:3 method="wB97M-V/def2-TZVPD" total_charge=-1 orbital_gap_ev=9.4 lumo_ev=2.4 e_above_lowest_ev=2.542 e_homo_ev=-6.97
O 1.8097 -2.0701 1.0201
H 2.3063 1.0797 2.1141
O 0.8912 1.5293 1.1100
H 2.4418 -1.4921 1.4622
H 2.3743 3.8895 -0.0226
O -0.6342 -2.5963 -0.4527
H 1.6470 3.3237 1.1546
H -1.5495 2.3803 1.4056
O -2.5026 2.2125 1.4874
H -0.6079 2.4838 3.5756
H -2.3655 1.2570 1.3277
O -1.2161 2.4983 4.3340
H -4.2932 2.1001 -1.1089
H 0.0983 0.6277 0.7994
O -0.5026 -0.1669 0.1328
H 2.9096 1.6906 3.2353
H 1.1239 -2.9695 -2.8409
O -3.5369 2.5052 -1.5314
H 1.3918 -5.1208 0.7767
H -0.0789 -0.1408 -0.7338
O 2.5260 3.6478 0.8748
H -0.5641 -2.9305 0.4488
H -0.6834 3.1681 -2.4785
O 0.5294 -5.2506 1.2036
H 0.6870 -4.5295 1.8363
H -0.7020 -1.6221 -0.1773
O -1.1739 -4.0154 -2.9643
H -0.9074 -3.8324 -2.0497
H -2.0456 -3.6153 -3.0060
O 1.8953 -2.8788 -2.2873
H -2.9310 2.7351 -0.8265
H 0.0506 3.5218 -1.2243
O 2.7837 0.7902 2.9248
H -0.4572 -0.2451 -3.7583
H 1.7030 -2.8106 -1.3535
O 0.1469 2.9917 -2.0225
H -1.8948 2.1549 3.7212
H 0.9977 -1.5340 0.9611
O -0.6851 0.6401 -4.0461
H 0.2870 1.7138 1.8474
H -1.6455 0.6899 -4.0474

***

19
Properties=species:S:1:pos:R:3 method="wB97M-V/def2-TZVPD" total_charge=+1 orbital_gap_ev="5.1 / 8.7" lumo_ev="-7.5 / -5.5" e_above_lowest_ev=2.050 e_homo_ev="-12.63 / -14.11"
C 2.6013 -0.4618 -0.3185
C -0.6836 1.2424 0.3837
C 1.8130 -2.8199 -0.5364
C -3.1467 1.0474 0.2453
C 2.2640 -1.5446 -1.1471
N 2.7852 0.4547 0.3563
N 0.3131 1.9032 0.9337
N -1.9650 1.7175 0.7587
F 2.3067 -1.4203 -2.4561
S -0.5709 -0.2476 -0.4115
H 2.1939 -2.8039 0.4743
H 0.7423 -2.9175 -0.6929
H 2.3378 -3.6059 -1.1410
H -3.3054 1.3078 -0.8120
H -3.9839 1.1991 0.8803
H -2.9121 -0.0330 0.3022
H 0.1464 2.8115 1.4233
H 1.2871 1.4202 0.8128
H -2.2234 2.7507 0.9447

***

18
Properties=species:S:1:pos:R:3 method="wB97M-V/def2-TZVPD" total_charge=0 orbital_gap_ev=9.6 lumo_ev=0.4 e_above_lowest_ev=0.000 e_homo_ev=-9.12 smiles=BrC1(c2cccs2)OCCO1
Br 1.3605 0.6774 -1.9245
C 0.3286 -0.2133 -0.4721
C 0.3602 0.5767 0.7464
C -0.3066 1.7345 1.0229
C 0.0386 2.2608 2.2845
C 0.9699 1.5103 2.9303
S 1.4364 0.1247 2.0273
O 0.5700 -1.5089 -0.3775
C 0.0301 -2.2167 -1.4816
C -1.1134 -1.3165 -2.0406
O -1.2643 -0.2466 -1.1789
H -1.0195 2.1586 0.3418
H -0.3818 3.1654 2.6896
H 1.4091 1.6890 3.8928
H -0.3233 -3.1758 -1.1001
H 0.8098 -2.3852 -2.2298
H -0.8493 -0.9628 -3.0504
H -2.0550 -1.8717 -2.0802

***

6
Properties=species:S:1:pos:R:3 method="wB97M-V/def2-TZVPD" total_charge=0 orbital_gap_ev="7.2 / 7.4" lumo_ev="-2.9 / -2.8" e_above_lowest_ev=1.492 e_homo_ev="-10.06 / -10.20"
C 0.5045 0.1719 0.9757
C 0.0982 0.3482 -0.3864
N 0.7355 0.0961 2.0876
Br -0.3476 -2.2166 -0.7625
I -1.7299 1.3161 -0.7615
H 0.7394 0.2844 -1.1530

***

27
Properties=species:S:1:pos:R:3 method="wB97M-V/def2-TZVPD" total_charge=-1 orbital_gap_ev="4.0 / 5.2" lumo_ev="2.7 / 1.3" s_squared=2.0394 e_above_lowest_ev=1.734 e_homo_ev="-1.28 / -3.84" spin_multiplicity=3
C -0.0281 -0.4893 -1.4849
C -0.8605 -1.5341 -1.9678
C -0.5518 -2.7244 -1.2113
C 0.4459 -2.3882 -0.2239
C 0.7522 -1.0359 -0.4210
Pt 0.2639 1.9482 0.3733
P -0.3739 3.8875 0.0681
H 0.0502 0.5360 -1.8825
H -1.6150 -1.4176 -2.7336
H -1.0317 -3.7294 -1.3192
H 1.5650 -0.4516 0.0686
H 0.7675 -2.9989 0.6164
H -1.6204 3.8470 0.8192
H -0.6426 4.2010 -1.2871
H 0.4556 4.8816 0.6751
N 3.0958 -0.6457 5.2958
C 2.1139 -0.4922 4.6709
C 0.9345 -0.3060 3.8526
C -0.3519 -0.6998 4.2643
C -1.4288 -0.4595 3.4152
C -1.2013 0.1648 2.1854
N 0.0346 0.5893 1.8406
C 1.1112 0.3101 2.6085
H -0.4898 -1.2128 5.2157
H -2.4561 -0.6906 3.6791
H -1.9858 0.4069 1.4647
H 2.0612 0.6675 2.2150

***

14
Properties=species:S:1:pos:R:3 method="wB97M-V/def2-TZVPD" total_charge=0 orbital_gap_ev=9.4 lumo_ev=-0.7 e_above_lowest_ev=2.012 e_homo_ev=-10.12
C -1.1583 1.7658 -0.1269
C -1.1917 -1.2553 -0.8406
O 0.9349 -0.6025 1.2479
O 1.3616 0.0909 -1.2022
Si -0.1094 0.2650 -0.8092
S 2.2632 -0.8647 0.7339
Cl 3.2857 -1.8880 2.2937
Cl 2.9800 1.1426 0.8962
H -1.5215 2.6755 -0.8014
H -1.9756 1.2412 0.4356
H -0.5672 2.3713 0.4983
H -1.2013 -1.8851 -1.7382
H -0.8800 -1.9443 0.0100
H -2.2204 -1.1124 -0.5971

***

59
Properties=species:S:1:pos:R:3 method="wB97M-V/def2-TZVPD" total_charge=0 orbital_gap_ev="8.6 / 8.6" lumo_ev="-0.5 / -0.4" s_squared=3.7525 e_above_lowest_ev=0.184 e_homo_ev="-9.04 / -9.04" spin_multiplicity=4
Nd -0.0109 1.8263 -1.1225
O -1.3863 1.5048 -5.2352
C -1.2838 1.8437 -4.0959
O -0.2143 1.6537 -3.3663
C -2.4507 2.3873 -3.2597
C -3.6784 2.7015 -3.8096
C -4.6387 3.1292 -2.8645
C -4.3450 3.2344 -1.5475
C -3.1528 2.7938 -1.0681
N -2.2583 2.3479 -1.9021
C -2.6827 2.9444 0.3658
O -3.4403 3.2826 1.2524
O -1.4104 2.7017 0.5536
H -3.9160 2.6944 -4.8452
H -5.5742 3.5257 -3.2136
H -5.1067 3.5841 -0.8528
C 5.6798 -2.1410 -0.7212
C 5.2506 -1.2525 0.4683
N 4.6727 -0.0227 -0.0317
C 5.6201 0.9804 -0.4998
C 6.0617 2.0161 0.5452
C 3.3453 0.2609 -0.0417
S 2.8673 1.7528 -0.7889
N 2.6032 -0.6492 0.5912
C 1.3097 -0.7698 0.6381
O 0.4721 -0.1335 -0.1028
C 0.7946 -1.6659 1.7223
C -0.5514 -1.8867 1.9211
C -1.0500 -2.6515 2.9498
C -0.1289 -3.2035 3.8391
C 1.2250 -3.0616 3.6132
C 1.7092 -2.3235 2.5810
H 6.3395 -2.9918 -0.4455
H 6.2752 -1.6185 -1.4851
H 4.7935 -2.5054 -1.2766
H 6.1906 -1.0437 1.0202
H 4.5535 -1.7585 1.0589
H 5.3100 1.4836 -1.4262
H 6.5094 0.3894 -0.8080
H 5.3918 2.8302 0.7403
H 7.0125 2.4323 0.1526
H 6.2548 1.5921 1.5543
H -1.2830 -1.4704 1.2058
H -2.1178 -2.7173 3.0758
H -0.4296 -3.7708 4.6522
H 1.9539 -3.4341 4.3446
H 2.7999 -2.2780 2.4689
Br -5.6250 -3.1921 -1.7617
C -4.9812 -1.9080 -0.4986
C -5.8569 -1.4167 0.4425
C -5.4015 -0.5273 1.4142
C -4.0599 -0.0908 1.3323
C -3.1920 -0.5166 0.3462
C -3.6374 -1.4875 -0.5528
I -2.3445 -2.0288 -2.1366
H -6.8568 -1.7289 0.4824
H -6.0501 -0.1456 2.1566
H -3.6869 0.6550 2.0582
H -2.1935 -0.1562 0.2135

***

124
Properties=species:S:1:pos:R:3 method="wB97M-V/def2-TZVPD" total_charge=0 orbital_gap_ev=8.9 lumo_ev=0.3 e_above_lowest_ev=1.943 e_homo_ev=-8.59 smiles=COCCNCCOC.OCCO.OCCO.OCCO.OCCO.OCCO.OCCO.OCCO.OCCO.OCCO.OCCO
C 4.9066 -6.2797 -5.7805
O 5.9115 -5.4611 -5.3092
C 6.2103 -5.5364 -3.9772
C 6.5648 -4.1272 -3.4698
N 5.3644 -3.3691 -3.2520
C 5.6017 -2.0483 -2.6745
C 4.2657 -1.3178 -2.5024
O 3.6578 -0.9656 -3.7371
C 2.2414 -0.9551 -3.6293
H 5.2534 -7.1954 -6.1717
H 4.4386 -5.7602 -6.6171
H 4.1426 -6.4734 -5.0075
H 7.0495 -6.2287 -3.8181
H 5.4077 -5.9617 -3.3007
H 7.2733 -3.7134 -4.1361
H 7.0133 -4.2586 -2.4670
H 4.8189 -3.2715 -4.0846
H 6.1575 -1.3848 -3.3614
H 6.1702 -2.2212 -1.7956
H 4.4101 -0.4437 -1.8642
H 3.4832 -1.9187 -1.9652
H 1.7664 -0.6750 -4.5950
H 1.8145 -0.1950 -2.9241
H 1.8504 -1.9773 -3.2781
O 3.0217 0.2238 1.4657
C 3.6969 0.9632 2.4183
C 3.1790 2.4324 2.4147
O 1.8282 2.4470 2.9110
H 2.0588 0.0738 1.6525
H 3.4911 0.6705 3.4521
H 4.7665 0.9132 2.2059
H 3.3384 2.8274 1.3736
H 3.7374 3.0556 3.1187
H 1.2093 2.2071 2.2319
O -0.8327 -5.6419 -0.9668
C -1.3832 -5.1643 -2.1814
C -2.3552 -3.9433 -1.9781
O -3.3420 -4.1762 -0.9778
H -1.4602 -6.2201 -0.4872
H -0.5485 -4.6474 -2.6730
H -1.8459 -5.9579 -2.7730
H -2.7788 -3.7447 -2.9641
H -1.6573 -3.1251 -1.7114
H -2.8715 -4.0892 -0.1289
O -7.0499 -0.2838 -1.7378
C -5.6544 -0.0291 -1.7807
C -4.9116 -1.2296 -2.1961
O -5.3533 -2.3026 -1.3941
H -7.0837 -1.2042 -2.0873
H -5.5036 0.7542 -2.5026
H -5.3747 0.1616 -0.7422
H -3.8564 -1.1221 -2.0040
H -5.1362 -1.4449 -3.2435
H -4.6271 -2.8854 -1.2063
O 2.2565 5.0792 4.2159
C 1.1280 5.8436 4.6258
C 0.2309 6.0421 3.3933
O -0.2319 4.8105 2.7910
H 1.8427 4.2391 3.9142
H 0.5732 5.2682 5.4559
H 1.4633 6.8386 4.9450
H 0.7234 6.6585 2.6038
H -0.6297 6.6221 3.7485
H 0.5853 4.3925 2.5026
O -3.6764 5.9605 -1.4862
C -3.3487 6.2858 -0.1073
C -1.9939 5.6988 0.1468
O -1.9188 4.4188 -0.5795
H -4.5661 5.6347 -1.6143
H -3.2709 7.3798 0.0073
H -4.2215 5.9175 0.4713
H -1.8119 5.5123 1.2124
H -1.1719 6.2719 -0.2172
H -2.1589 4.5589 -1.5000
O -4.4508 0.8393 3.2897
C -5.1333 1.6366 2.2923
C -4.2511 2.2579 1.2296
O -3.3991 3.2226 1.8417
H -3.7786 1.4505 3.6714
H -5.8390 0.9945 1.7819
H -5.6589 2.4563 2.8109
H -4.8984 2.7674 0.5552
H -3.7422 1.4734 0.6314
H -2.6704 3.4078 1.2185
O 1.0513 -3.3098 5.3315
C 1.4852 -2.0035 5.1047
C 0.5433 -1.3469 4.1360
O 0.4247 -2.1620 2.9306
H 0.2858 -3.3338 5.9332
H 1.3457 -1.3556 6.0108
H 2.4734 -2.1576 4.5835
H 0.9460 -0.3879 3.8953
H -0.4576 -1.1375 4.5601
H 0.7001 -3.0718 3.0715
O 1.0150 2.5760 -1.7307
C 2.3005 3.0062 -2.1527
C 2.3766 2.9572 -3.6077
O 1.3178 3.6796 -4.1989
H 0.2996 3.0994 -2.1852
H 2.6060 3.9212 -1.7109
H 3.0102 2.1596 -1.7870
H 2.3005 1.8858 -3.8999
H 3.3661 3.3084 -3.9378
H 1.7420 4.0198 -4.9812
O -2.0563 -3.3686 1.5639
C -3.2001 -3.2214 2.4315
C -2.8045 -2.5078 3.6735
O -2.3567 -1.1237 3.2270
H -1.2825 -2.8968 1.9261
H -4.0510 -2.6330 1.9924
H -3.4973 -4.2500 2.7121
H -1.9025 -3.0266 4.0066
H -3.5498 -2.3488 4.4013
H -3.2164 -0.6318 3.1480
O -2.3556 -0.8460 0.1205
C -1.0587 -0.3410 -0.0596
C -0.9269 1.0690 0.6529
O 0.4564 1.4217 0.8393
H -2.4454 -1.1615 1.0564
H -0.3350 -0.9309 0.4522
H -0.9757 -0.1857 -1.0883
H -1.2653 1.0427 1.6936
H -1.4707 1.8294 0.0684
H 0.7062 2.0451 0.1754

***

13
Properties=species:S:1:pos:R:3 method="wB97M-V/def2-TZVPD" total_charge=0 orbital_gap_ev=8.4 lumo_ev=0.7 e_above_lowest_ev=5.091 e_homo_ev=-7.69
O 0.3032 2.0558 0.9069
C 0.3823 1.0152 0.0934
N 1.2783 0.0037 0.1652
C 0.5658 -1.1630 -0.4326
C -0.8008 -0.5554 -0.7758
C -1.5192 0.2034 0.2960
N -0.5888 0.8953 -0.8227
H 1.7489 -0.1276 1.0532
H 0.4960 -1.9615 0.3159
H 1.0851 -1.5357 -1.3180
H -1.3615 -0.9673 -1.6102
H -0.7006 2.0823 0.9266
H -0.8887 0.0550 1.2022

***

96
Properties=species:S:1:pos:R:3 method="wB97M-V/def2-TZVPD" total_charge=+4 orbital_gap_ev="7.3 / 6.7" lumo_ev="-12.0 / -12.7" s_squared=6.0164 e_above_lowest_ev=0.076 e_homo_ev="-19.33 / -19.40" spin_multiplicity=5
Ru -0.3211 0.3008 -1.1344
C -0.0080 1.5519 -3.7854
N 0.3871 2.8435 -3.2813
C 1.3697 3.6064 -4.0675
C -0.1110 3.2613 -2.1102
N -0.6066 2.3173 -1.2429
C -1.7417 2.7613 -0.4067
C -2.6937 1.5991 -0.1855
N -1.9481 0.4744 0.4670
C -2.6021 -0.8590 0.3023
C -1.5421 -1.9380 0.1550
N -0.7412 -1.6382 -1.0439
C -0.4972 -2.6475 -1.9359
N -0.2474 -3.8839 -1.4962
C -0.6284 -5.0932 -2.2403
C 0.4639 -4.1402 -0.2481
N -0.5084 -2.3701 -3.2498
C 0.3002 -3.1292 -4.2122
C -1.5385 -1.5454 -3.8735
C -1.6975 0.8114 1.8806
C 0.8150 1.0027 1.4903
N 1.0741 0.1418 0.3649
C 2.1975 -0.6317 0.3605
N 2.7558 -1.0980 1.4884
C 4.2153 -1.1765 1.6615
C 1.9943 -1.5522 2.6437
N 2.7967 -0.9282 -0.7982
C 2.7108 -0.1030 -1.9902
C 3.6010 -2.1446 -0.9660
N -0.1452 4.5641 -1.8192
C -0.3554 5.6059 -2.8382
C 0.0431 5.0791 -0.4632
H 0.4922 1.3447 -4.7297
H -1.0869 1.4664 -3.9241
H 0.3738 0.7703 -3.0836
H 2.1547 2.9216 -4.3852
H 1.8125 4.3757 -3.4429
H 0.9134 4.0596 -4.9461
H -2.2867 3.5747 -0.8935
H -1.3944 3.1604 0.5515
H -3.0654 1.2284 -1.1459
H -3.5678 1.8971 0.4022
H -3.2057 -0.8173 -0.6067
H -3.2820 -1.0688 1.1329
H -2.0218 -2.9166 0.0754
H -0.8966 -1.9560 1.0412
H -1.3544 -4.8419 -3.0059
H -1.0938 -5.7801 -1.5344
H 0.2379 -5.5807 -2.6849
H 0.8400 -3.2060 0.1615
H 1.3057 -4.8004 -0.4599
H -0.1838 -4.6335 0.4773
H 1.1243 -3.6179 -3.7008
H 0.7009 -2.4237 -4.9397
H -0.2905 -3.8719 -4.7477
H -2.1241 -1.0144 -3.1178
H -2.2205 -2.1808 -4.4432
H -1.0842 -0.8389 -4.5647
H -2.3797 0.2370 2.5113
H -1.9122 1.8703 2.0335
H 1.6882 1.0992 2.1376
H 0.5536 1.9988 1.1218
H 4.7134 -0.5917 0.8939
H 4.5661 -2.2075 1.6360
H 4.4568 -0.7475 2.6332
H 0.9588 -1.7313 2.3652
H 2.0540 -0.8414 3.4732
H 2.4275 -2.4931 2.9870
H 2.0263 -0.5478 -2.7208
H 3.6949 -0.0590 -2.4597
H 2.4181 0.9172 -1.7335
H 3.3317 -2.8767 -0.2096
H 4.6690 -1.9365 -0.9087
H 3.3833 -2.5524 -1.9529
H -0.6770 5.1563 -3.7725
H 0.5459 6.1975 -2.9938
H -1.1489 6.2598 -2.4763
H 0.4603 4.3044 0.1755
H -0.8873 5.4632 -0.0441
H 0.7608 5.8978 -0.5148
N -0.3167 0.5512 2.3494
C -0.0965 0.5037 3.6496
N -0.6912 0.0641 4.6832
C -1.7240 -1.0175 4.7288
C -2.9105 -0.5203 5.5525
O -2.4857 -0.1472 6.8287
C -1.5966 0.9419 6.7870
C -0.3177 0.5592 6.0552
H -1.2450 -1.8646 5.2233
H -1.9989 -1.3031 3.7135
H -3.6278 -1.3344 5.6683
H -3.4114 0.3172 5.0452
H -1.3480 1.1994 7.8165
H -2.0737 1.8109 6.3158
H 0.1894 -0.2692 6.5515
H 0.3630 1.3994 5.9396